The following is a quantum chemistry calculation of a cluster of 3 separate species, C3H7NO2 in total, from the OMol25 dataset.

Element x y z (Å)
C: 0.421 -1.726 0.156
C: 1.266 -0.881 -0.369
N: 2.103 -0.142 -0.902
O: 1.826 1.220 -0.726
C: -0.792 1.540 0.556
O: -1.863 1.358 1.080
H: 0.538 -2.063 1.180
H: -2.549 -1.422 -0.118
H: -0.440 -2.065 -0.407
H: 2.555 1.650 -1.192
H: -0.655 1.533 -0.541
H: 0.130 1.724 1.138
H: -2.541 -0.725 0.146

LUMO level   0.51 eV
ΔE to the lowest compared entry with this formula, charge and spin   135.3 kcal/mol
Structure (SMILES)   C=C=NO.[H][H].C=O